Molecular formula: C2H3N3O2
Method: DFT, wB97M-V/def2-TZVPD

The geometry in XYZ format:
```
10
Properties=species:S:1:pos:R:3:forces:R:3:mulliken_charge:R:1
N -1.881 -0.075 -0.090 -0.031 -0.050 -0.103 -0.381
C -0.537 -0.014 0.118 0.080 0.401 -0.199 0.496
N -0.098 -1.302 0.735 0.568 -0.059 0.324 -0.006
O 1.025 -1.274 1.144 -0.820 -0.078 -0.035 -0.220
C 2.620 -0.134 -0.477 1.256 0.808 0.376 0.128
O 3.263 0.615 0.090 -0.585 -0.834 -0.637 -0.190
N 0.313 0.887 -0.136 -0.441 -0.220 0.056 -0.469
H -2.315 0.615 -0.682 0.013 -0.101 0.085 0.213
H -2.322 -0.980 -0.030 0.057 0.080 -0.003 0.248
H -0.068 1.663 -0.671 -0.097 0.054 0.135 0.180
```
Positions in Å, forces in eV/Å.

Properties
2S+1   1
Gap between HOMO and LUMO (spin up / spin down)   8.7 / 8.7 eV
Max |F|   1.54 eV Å⁻¹
DFT total energy   -392.65797 Eh

Molecular formula: C4H9NO2
Method: DFT, wB97M-V/def2-TZVPD

The geometry in XYZ format:
```
16
Properties=species:S:1:pos:R:3:forces:R:3:mulliken_charge:R:1
N 2.573 -0.024 -0.391 0.678 0.671 -0.960 -0.526
C 1.549 -0.251 0.485 -0.811 0.432 1.742 -0.195
C 0.665 0.686 0.891 0.560 -0.668 0.033 -0.370
O 0.716 1.969 0.408 -0.560 0.209 -0.267 -0.541
H 2.688 0.975 -0.571 0.215 -0.542 -0.046 0.223
H 3.439 -0.498 -0.153 -0.309 0.269 -0.195 0.236
H 1.579 -1.227 0.965 -0.330 0.157 -0.011 0.353
H -0.034 0.548 1.707 -0.081 -0.459 -0.143 0.447
H -0.213 2.243 0.246 0.710 -0.088 -0.075 0.365
C -2.123 -1.150 -0.230 -0.313 0.199 0.075 -0.896
C -1.475 0.051 -0.856 -0.614 1.315 -0.427 0.325
O -1.912 1.199 -0.740 0.882 -1.795 -0.102 -0.579
H -3.127 -0.898 0.124 0.200 0.030 0.021 0.303
H -2.201 -1.948 -0.972 0.150 -0.031 0.117 0.318
H -1.517 -1.489 0.615 -0.017 -0.087 -0.165 0.243
H -0.607 -0.185 -1.526 -0.360 0.389 0.402 0.295
```
Positions in Å, forces in eV/Å.

Properties
2S+1   1
Gap between HOMO and LUMO   8.8 eV
Max |F|   2.00 eV Å⁻¹
Structure (SMILES)   N/C=C\O.CC=O
DFT total energy   -363.00049 Eh